{
  "formula": "C2H6N4OS",
  "method": "ωB97M-V with the def2-TZVPD basis set",
  "largest_force_ev_per_a": 4.03,
  "smiles": "[H]/N=C\\N(O)/C(=N/[H])NS",
  "orbital_gap_ev": 10.208,
  "total_charge": 0,
  "de_lowest_ev": 4.109,
  "lumo_energy_ev": 0.521,
  "homo_energy_ev": -9.687,
  "elements": ["H", "N", "C", "N", "O", "C", "N", "H", "N", "S", "H", "H", "H", "H"],
  "coordinates": [[0.283731, 1.929136, 0.232548], [1.298527, 2.054601, 0.239570], [1.751496, 0.869758, 0.099705], [1.068953, -0.287750, -0.379382], [1.850330, -1.465368, -0.696557], [-0.279074, -0.621239, 0.050260], [-0.523611, -1.589044, 0.811339], [-1.520437, -1.560830, 0.999471], [-1.250594, 0.305631, -0.444614], [-2.916177, 0.086861, -0.279714], [2.791741, 0.711946, -0.136010], [1.897562, -1.990907, 0.234697], [-1.135966, 0.592630, -1.386354], [-3.316484, 0.964570, 0.655042]],
  "forces_ev_per_angstrom": [[-0.239, 0.730, 0.037], [-0.387, -1.622, 0.812], [0.324, 0.128, -2.492], [-1.173, -1.045, 0.075], [-0.534, 0.048, 3.990], [0.211, 0.608, -0.263], [0.434, 0.335, 0.053], [-0.303, -0.542, 0.064], [0.412, 0.154, 0.604], [-0.719, -0.975, 0.068], [0.617, -0.053, 0.675], [-0.226, 1.558, -3.026], [0.976, 0.421, -0.729], [0.606, 0.254, 0.133]],
  "lowdin_charge": [0.020, 0.100, -0.242, -0.115, -0.045, -0.482, 0.156, 0.007, -0.382, 0.787, 0.113, 0.167, 0.056, -0.139]
}

{
  "formula": "C14H10N2O8RuS2",
  "method": "ωB97M-V with the def2-TZVPD basis set",
  "multiplicity": 2,
  "largest_force_ev_per_a": 2.89,
  "orbital_gap_ev": [6.555, 7.189],
  "total_charge": -1,
  "de_lowest_ev": 2.527,
  "lumo_energy_ev": [0.997, 1.436],
  "homo_energy_ev": [-5.558, -5.753],
  "elements": ["Ru", "C", "C", "C", "C", "C", "H", "H", "H", "H", "H", "O", "C", "O", "C", "C", "C", "C", "C", "C", "O", "N", "O", "O", "N", "O", "O", "H", "H", "C", "O", "C", "S", "S", "H", "H", "H"],
  "coordinates": [[-1.407304, -0.891077, 1.181326], [-2.248802, -0.963075, 3.676929], [-3.111847, -1.517116, 2.691290], [-3.628065, -0.441898, 1.920060], [-3.088037, 0.763656, 2.436967], [-2.253435, 0.434902, 3.522353], [-1.751558, -1.514587, 4.461354], [-3.462292, -2.540741, 2.666986], [-4.409842, -0.516314, 1.179057], [-3.332941, 1.758758, 2.105166], [-1.737133, 1.135978, 4.155406], [2.801840, -1.142829, 1.463150], [1.729696, -0.583081, 1.297021], [0.642434, -0.926365, 1.854708], [1.714255, 0.651137, 0.379755], [2.948797, 1.045415, -0.066524], [3.111884, 2.156711, -0.899610], [2.005809, 2.907456, -1.264732], [0.753258, 2.541191, -0.827057], [0.519869, 1.364157, -0.012345], [-0.661266, 1.028230, 0.252877], [-0.343733, 3.365019, -1.214485], [-1.404360, 3.257874, -0.636451], [-0.145155, 4.169091, -2.115161], [4.395670, 2.507699, -1.389530], [4.465712, 3.406407, -2.213401], [5.364674, 1.892872, -0.976891], [3.811214, 0.457261, 0.215480], [2.120059, 3.777795, -1.894204], [0.405188, -3.969476, -3.258596], [-0.056269, -3.364389, -2.064542], [-1.258145, -2.801658, -2.063959], [-2.152337, -2.499454, -3.415176], [-1.914340, -2.563068, -0.489389], [1.383598, -4.383618, -3.024215], [0.480920, -3.244565, -4.071459], [-0.288017, -4.758296, -3.562160]],
  "forces_ev_per_angstrom": [[0.943, 2.316, 1.456], [-0.119, -0.399, -0.525], [0.398, -0.596, -0.052], [0.057, 0.195, -0.659], [0.026, -0.585, -0.147], [0.303, -0.114, -0.502], [0.153, -0.001, -0.197], [0.128, 0.094, -0.116], [0.113, 0.002, -0.047], [0.201, 0.024, -0.218], [0.229, 0.052, -0.113], [-0.104, -0.094, 0.328], [0.850, 0.863, -1.314], [-2.528, -1.038, 0.252], [-0.148, -0.287, 0.135], [0.141, 0.183, -0.266], [-1.249, -0.280, 0.434], [0.295, 0.035, -0.118], [0.569, -0.812, 0.683], [1.071, 0.193, -0.370], [-1.277, -2.049, 0.543], [-0.318, 0.449, -0.250], [-0.249, 0.221, 0.068], [-0.119, 0.263, -0.295], [0.495, 0.171, -0.226], [0.170, 0.206, -0.137], [0.159, -0.048, 0.026], [-0.082, 0.004, 0.074], [-0.036, -0.064, 0.028], [0.162, -0.054, -0.441], [-0.031, 0.001, 0.394], [0.280, 0.431, -0.905], [0.197, -0.169, 0.177], [-0.670, 0.815, 2.165], [-0.059, 0.032, 0.042], [-0.010, -0.015, 0.094], [0.061, 0.055, -0.001]],
  "lowdin_spin": [0.873, -0.001, -0.001, 0.012, -0.001, -0.010, 0.000, 0.000, 0.001, 0.000, 0.000, 0.001, 0.002, 0.019, 0.000, 0.000, 0.000, 0.000, 0.000, 0.000, -0.003, 0.000, -0.001, 0.000, 0.000, 0.000, 0.000, 0.000, 0.000, 0.001, 0.007, 0.012, 0.004, 0.083, 0.000, 0.000, 0.000]
}